No. 1
ORCA calculation (wB97M-V/def2-TZVPD) on a molecular structure, C2H5N5.

Summary:
**Highest occupied orbital energy**: -9.825 eV
**Frontier orbital gap**: 10.18 eV
**Total charge**: 0
**Relative energy (zero: lowest compared OMol25 entry of this formula, charge and spin)**: 5.598 eV
**Electronic energy**: -352.8091 hartree

Geometry (Å):
1 C 1.57 -0.67 -0.12
2 C -0.76 0.16 -0.21
3 H 2.13 -0.92 0.88
4 H 1.25 -1.65 -0.74
5 H 2.45 -0.15 -0.52
6 H -2.65 -0.15 -0.06
7 H -2.20 -1.14 1.08
8 N 0.57 0.30 -0.08
9 N 0.81 1.46 0.10
10 N -0.18 2.28 -0.05
11 N -1.24 1.32 -0.20
12 N -1.73 -0.85 -0.09

No. 2
ORCA calculation (wB97M-V/def2-TZVPD) on a molecular structure, C2H5N5O6S.

Summary:
**Highest occupied orbital energy**: -10.605 eV
**Frontier orbital gap**: 10.05 eV
**Total charge**: 0
**Relative energy (zero: lowest compared OMol25 entry of this formula, charge and spin)**: 4.435 eV
**Electronic energy**: -1202.3852 hartree

Geometry (Å):
1 C -1.23 -1.31 -1.30
2 C -2.96 0.11 -0.56
3 N 2.35 -0.72 0.12
4 N -1.73 -0.57 -0.34
5 N 0.16 -1.83 -0.82
6 N 0.49 -3.06 -1.13
7 N -1.11 -0.18 0.84
8 O -3.37 0.73 0.54
9 O -0.28 -3.96 -0.93
10 O -1.56 -1.66 -2.37
11 O -3.49 0.09 -1.62
12 O 1.70 -3.11 -1.50
13 O 0.48 0.58 -1.41
14 S 1.70 -0.90 -1.24
15 H 3.38 -0.68 0.10
16 H -0.32 0.43 0.51
17 H -0.63 -1.10 1.36
18 H -2.53 0.78 1.19
19 H 0.82 1.52 -1.59

No. 3
ORCA calculation (wB97M-V/def2-TZVPD) on a gas-phase ion, C2H5N6 (charge +1).

Summary:
**Highest occupied orbital energy (alpha / beta)**: -14.338 / -14.040 eV
**Frontier orbital gap (alpha / beta)**: 7.57 / 7.59 eV
**Total charge**: +1
**Relative energy (zero: lowest compared OMol25 entry of this formula, charge and spin)**: 5.033 eV
**Electronic energy**: -407.1706 hartree

Geometry (Å):
1 C -1.93 -1.04 -0.05
2 N -0.22 -0.44 0.07
3 N 0.64 -1.41 0.09
4 N 1.87 -1.23 -0.31
5 N 2.33 -0.16 -0.32
6 N 2.26 0.92 0.23
7 C 1.16 1.62 0.20
8 N -0.06 0.92 0.11
9 H -2.28 -1.47 0.93
10 H -2.54 -0.18 -0.45
11 H -1.57 -1.80 -0.77
12 H 1.13 2.71 0.43
13 H -0.79 1.55 -0.15

No. 4
ORCA calculation (wB97M-V/def2-TZVPD) on a single C2H5NO molecule.

Summary:
**Highest occupied orbital energy**: -9.559 eV
**Frontier orbital gap**: 10.80 eV
**Total charge**: 0
**Relative energy (zero: lowest compared OMol25 entry of this formula, charge and spin)**: 3.031 eV
**Electronic energy**: -209.1110 hartree

Geometry (Å):
1 C -0.33 -0.59 -1.76
2 N -0.46 -0.55 -0.49
3 O 0.30 0.49 0.00
4 C 0.28 0.48 1.45
5 H 0.29 0.17 -2.29
6 H -0.87 -1.39 -2.26
7 H 1.32 0.51 1.79
8 H -0.23 -0.46 1.80
9 H -0.30 1.34 1.77

No. 5
ORCA calculation (wB97M-V/def2-TZVPD) on a single C2H5NO molecule.

Summary:
**Highest occupied orbital energy**: -9.985 eV
**Frontier orbital gap**: 10.69 eV
**Total charge**: 0
**Relative energy (zero: lowest compared OMol25 entry of this formula, charge and spin)**: 2.237 eV
**Electronic energy**: -209.1401 hartree

Geometry (Å):
1 C -1.07 -0.72 0.03
2 C 0.27 -0.07 0.04
3 N -0.10 1.22 0.05
4 O 1.30 -0.57 -0.04
5 H -2.02 -0.16 -0.48
6 H -1.18 -1.06 1.18
7 H -0.93 -1.58 -0.79
8 H -1.19 1.40 -0.29
9 H 0.39 2.17 -0.07

No. 6
ORCA calculation (wB97M-V/def2-TZVPD) on a molecular structure, C2H5NO.

Summary:
**Highest occupied orbital energy**: -9.242 eV
**Frontier orbital gap**: 9.62 eV
**Total charge**: 0
**Relative energy (zero: lowest compared OMol25 entry of this formula, charge and spin)**: 4.969 eV
**Electronic energy**: -209.0397 hartree

Geometry (Å):
1 C 0.27 -0.49 0.45
2 C -1.03 -0.13 -0.15
3 N 1.73 0.77 0.11
4 O 1.41 -0.60 -0.32
5 H 0.38 -0.73 1.50
6 H -0.89 0.53 -1.01
7 H -1.70 0.32 0.57
8 H -1.50 -1.05 -0.53
9 H 1.33 1.37 -0.61

Question: Which formula does entry 2 have?
Answer: C2H5N5O6S

Question: What is the formula in the sixth record?
Answer: C2H5NO